Record 1
65
Properties=species:S:1:pos:R:3:forces:R:3:nbo_charge:R:1 method="wB97M-V/def2-TZVPD" gap_ev=8.4703 energy_ha=-1840.2503 total_charge=0 smiles="O=C1c2ccccc2C(=O)c2ccccc21.O=C1c2ccccc2C(=O)c2ccccc21.NB(O)[C@@H]1COC(=O)C1" lumo_energy_ev=-1.1721
O -4.0970 0.7397 4.2703 0.03 -0.02 -0.05 -0.5206
C -3.6373 0.3903 3.2031 -0.13 0.09 0.24 0.5510
C -4.2763 0.8007 1.9224 0.09 -0.07 -0.08 -0.1498
C -5.4022 1.6130 1.9557 -0.12 0.10 -0.03 -0.1530
C -5.9868 2.0326 0.7730 0.04 -0.02 -0.05 -0.1886
C -5.4477 1.6456 -0.4496 -0.05 0.03 0.05 -0.1895
C -4.3342 0.8250 -0.4881 -0.09 0.05 -0.11 -0.1741
C -3.7476 0.3932 0.6949 0.00 0.01 0.12 -0.0617
C -2.5629 -0.5057 0.6361 0.05 -0.07 -0.26 0.5205
O -2.1328 -0.9043 -0.4285 0.00 0.03 0.00 -0.5387
C -1.9110 -0.9005 1.9142 -0.08 0.05 0.10 -0.0685
C -0.7826 -1.7092 1.8793 0.09 -0.19 0.09 -0.1754
C -0.1453 -2.0568 3.0575 -0.08 -0.07 0.08 -0.1891
C -0.6343 -1.6010 4.2769 0.01 -0.07 -0.05 -0.1922
C -1.7673 -0.8062 4.3195 0.10 -0.05 0.13 -0.1615
C -2.4119 -0.4549 3.1404 0.04 0.01 -0.13 -0.1529
H -5.8156 1.9174 2.9073 0.09 -0.05 0.06 0.2395
H -6.8619 2.6683 0.8011 0.00 0.00 0.00 0.2207
H -5.8980 1.9847 -1.3734 0.00 -0.01 -0.01 0.2272
H -3.9187 0.5238 -1.4396 0.08 -0.06 0.06 0.2321
H -0.3999 -2.0623 0.9316 -0.08 0.08 -0.06 0.2405
H 0.7372 -2.6824 3.0291 0.01 0.02 -0.01 0.2238
H -0.1291 -1.8680 5.1960 0.00 0.00 0.00 0.2230
H -2.1514 -0.4534 5.2669 -0.10 0.04 -0.06 0.2419
O 4.9333 0.3230 -0.5959 0.00 0.00 0.06 -0.5218
C 4.9210 0.5081 0.6033 -0.01 -0.05 -0.28 0.5279
C 6.1924 0.6043 1.3740 -0.05 0.02 0.13 -0.1503
C 7.4033 0.5032 0.7011 0.15 0.00 -0.05 -0.1541
C 8.5929 0.6248 1.3980 0.00 0.01 0.06 -0.1926
C 8.5790 0.8489 2.7710 -0.01 -0.02 -0.06 -0.1946
C 7.3755 0.9357 3.4487 0.15 0.00 0.05 -0.1771
C 6.1786 0.8090 2.7554 -0.05 0.00 -0.13 -0.0534
C 4.8924 0.8877 3.5022 -0.01 0.03 0.29 0.5357
O 4.8808 1.0123 4.7099 0.00 -0.01 -0.06 -0.5271
C 3.6220 0.8131 2.7290 0.06 -0.03 -0.12 -0.1536
C 2.4108 0.9197 3.4021 -0.16 0.02 0.06 -0.1611
C 1.2221 0.8793 2.6964 0.04 0.09 -0.10 -0.1906
C 1.2368 0.7352 1.3123 0.05 0.09 0.03 -0.1955
C 2.4385 0.6180 0.6369 -0.15 -0.01 -0.05 -0.1781
C 3.6362 0.6511 1.3421 0.04 0.01 0.13 -0.0547
H 7.4105 0.3337 -0.3668 -0.12 0.01 0.00 0.2392
H 9.5353 0.5494 0.8714 0.00 0.00 0.00 0.2187
H 9.5104 0.9542 3.3119 0.00 -0.01 0.00 0.2186
H 7.3612 1.1046 4.5167 -0.12 -0.02 0.00 0.2372
H 2.4034 1.0365 4.4774 0.12 0.01 0.00 0.2381
H 0.2801 0.9636 3.2223 -0.02 0.00 -0.01 0.2218
H 0.3063 0.7128 0.7607 0.01 0.00 -0.03 0.2207
H 2.4509 0.5021 -0.4384 0.11 -0.01 0.01 0.2414
N 0.0521 -0.9976 -5.0969 -0.57 -0.25 -0.28 -1.0946
B -1.2705 -0.5550 -5.5588 0.23 -0.47 0.61 1.0466
O -1.3361 0.6825 -6.0796 -0.45 0.52 -0.46 -0.8491
C -2.5259 -1.5511 -5.4733 0.52 0.18 1.03 -0.5866
C -3.3044 -1.6827 -6.7675 0.48 -0.37 0.03 -0.0613
O -4.2254 -0.5996 -6.7090 -0.33 0.16 -0.98 -0.5117
C -4.4520 -0.2117 -5.4267 2.21 -3.22 -0.39 0.7872
O -5.0730 0.7224 -5.1729 -2.48 3.53 1.07 -0.5387
C -3.7092 -1.1869 -4.5598 0.33 -0.28 -0.42 -0.5108
H -0.0525 -1.7196 -4.3936 0.11 -0.12 0.01 0.3678
H 0.5027 -1.4644 -5.8817 0.47 0.30 0.09 0.3843
H -2.2286 0.9150 -6.3692 0.18 0.11 -0.11 0.4936
H -2.1181 -2.4667 -5.0612 -0.01 -0.55 -0.49 0.2283
H -2.7344 -1.5891 -7.6785 0.27 0.26 -0.26 0.1973
H -3.7946 -2.6511 -6.8235 -0.51 -0.07 0.08 0.1783
H -3.4886 -0.9091 -3.5458 0.05 0.50 0.27 0.2439
H -4.3009 -2.0949 -4.5401 -0.48 -0.22 0.29 0.2257

---

Record 2
74
Properties=species:S:1:pos:R:3:forces:R:3:lowdin_spin:R:1 method="wB97M-V/def2-TZVPD" gap_ev="6.7879 / 6.8848" energy_ha=-11721.3232 total_charge=0 multiplicity=5 lumo_energy_ev="-0.6543 / -0.7280"
Cr 0.5164 0.5592 -1.9707 1.10 -0.71 -0.88 3.7210
C -0.2512 -0.8674 -4.7699 -0.07 -0.08 -0.15 0.0041
O -0.3623 -1.1552 -3.3689 -0.37 0.06 -0.22 0.0332
C -0.8838 -2.3457 -2.9899 -0.02 -0.14 -0.09 0.0026
C -1.3613 -3.3281 -3.8387 0.00 0.10 -0.10 0.0010
C -1.8812 -4.4883 -3.2760 -0.02 -0.04 0.00 0.0001
Br -2.5044 -5.8471 -4.4357 -0.01 0.02 0.01 0.0001
C -1.9688 -4.6718 -1.9155 0.02 0.01 0.05 0.0003
C -1.4851 -3.6790 -1.0559 -0.03 -0.01 0.08 0.0002
C -0.9072 -2.5522 -1.6144 0.03 0.08 0.08 0.0013
O -0.3431 -1.5299 -0.8585 0.13 0.04 0.27 0.0173
C -1.6516 -3.8835 0.3969 0.00 0.00 0.04 0.0000
N -1.9390 -5.0388 0.9255 0.02 -0.10 0.04 0.0000
C -2.0958 -4.7986 2.2806 -0.02 0.02 -0.03 0.0000
C -2.4203 -5.6800 3.3131 0.01 -0.07 0.01 0.0000
C -2.5437 -5.1635 4.5872 0.00 -0.03 -0.01 0.0000
C -2.3472 -3.7960 4.8470 0.01 0.01 -0.06 0.0000
C -2.0181 -2.9094 3.8396 0.06 0.04 0.00 0.0000
C -1.8946 -3.4406 2.5571 -0.03 0.01 -0.08 0.0000
N -1.5974 -2.8758 1.3307 0.06 0.10 0.04 0.0000
H 0.4538 -1.5508 -5.2414 0.03 -0.01 0.04 0.0003
H 0.1386 0.1412 -4.8363 0.02 0.01 -0.04 0.0019
H -1.2291 -0.9356 -5.2496 -0.03 -0.01 0.07 0.0002
H -1.3318 -3.2101 -4.9113 0.02 0.00 0.01 0.0001
H -2.4033 -5.5620 -1.4844 0.01 0.01 -0.03 0.0000
H 0.4135 -1.8875 -0.3719 0.15 -0.07 -0.02 0.0016
H -2.5682 -6.7341 3.1077 0.00 0.09 0.01 0.0000
H -2.7985 -5.8228 5.4083 0.01 0.03 -0.04 0.0000
H -2.4562 -3.4279 5.8598 0.01 -0.02 -0.04 0.0000
H -1.8598 -1.8572 4.0500 -0.01 -0.05 -0.04 0.0000
H -1.4623 -1.9002 1.1342 -0.01 0.05 -0.05 0.0000
Br 1.0188 3.6595 -5.2285 0.02 0.05 -0.01 0.0028
C 1.4009 4.3660 -3.5183 -0.11 -0.15 0.10 0.0102
C 1.8490 5.6877 -3.4132 0.02 0.00 -0.08 -0.0015
C 2.1083 6.2266 -2.1901 0.02 0.18 0.01 0.0102
Br 2.6827 8.0361 -2.0969 0.00 -0.03 0.00 0.0018
C 1.9567 5.4619 -1.0141 -0.05 -0.23 0.10 0.0001
C 2.2020 5.9534 0.2878 0.02 0.03 0.02 0.0022
C 2.0716 5.1269 1.3637 0.01 0.02 0.11 -0.0016
C 1.7045 3.7869 1.1438 -0.02 -0.09 -0.15 0.0034
N 1.4396 3.2929 -0.0410 -0.07 0.16 0.02 0.0008
C 1.5339 4.1072 -1.1281 0.08 0.03 0.08 0.0043
C 1.2028 3.5415 -2.4157 0.02 -0.29 -0.12 0.0046
O 0.7516 2.3319 -2.5565 -0.10 0.91 -0.11 0.0448
H 1.9914 6.2795 -4.3071 -0.05 -0.04 -0.01 -0.0003
H 2.4956 6.9866 0.4189 0.00 -0.03 -0.03 0.0002
H 2.2487 5.4853 2.3708 0.01 -0.04 -0.07 -0.0002
H 1.6352 3.0963 1.9844 -0.02 0.10 -0.05 0.0003
O 1.6981 -0.7823 4.7507 -0.06 0.01 0.03 0.0000
C 1.3619 0.5935 4.7426 -0.06 -0.10 -0.18 0.0000
N 0.8023 0.8587 3.4417 0.11 0.02 0.17 -0.0002
C -0.4765 1.2835 3.2754 -0.22 -0.17 0.01 -0.0006
O -1.2022 1.6050 4.1980 0.14 -0.01 -0.05 -0.0006
C -0.9983 1.3470 1.8630 0.10 0.03 0.08 -0.0002
C -2.3087 1.7692 1.6759 -0.09 0.06 0.01 0.0114
C -2.7983 1.8803 0.3913 -0.12 0.08 -0.04 -0.0009
C -1.9703 1.5592 -0.6710 -0.17 0.06 -0.18 0.0175
N -0.7288 1.1191 -0.5019 -0.63 0.34 0.91 0.0099
C -0.2520 1.0396 0.7442 0.20 -0.08 0.05 0.0185
H 2.0048 -1.0301 5.6285 0.03 0.01 0.01 0.0000
H 2.2501 1.2081 4.8930 0.11 0.03 0.02 0.0000
H 0.6074 0.8455 5.4825 -0.08 0.04 0.06 0.0000
H 1.3309 0.4834 2.6720 -0.04 0.07 -0.07 0.0000
H -2.9082 2.0213 2.5408 0.03 -0.03 0.01 0.0006
H -3.8062 2.2235 0.2050 0.02 0.00 -0.02 -0.0003
H -2.2975 1.6693 -1.6978 -0.05 -0.05 0.02 0.0032
H 0.7885 0.7400 0.8130 -0.05 -0.02 -0.03 0.0036
Cl 2.9777 -2.0372 -0.9438 -0.08 0.05 0.05 0.0044
C 3.6709 -0.5617 -1.6988 -0.30 0.06 -0.14 0.0023
Cl 3.2171 0.8879 -0.7652 0.05 -0.23 0.12 0.0322
C 3.1501 -0.4407 -3.1696 -0.02 0.13 0.19 0.0049
O 3.9401 -0.7780 -4.0285 -0.19 0.00 0.04 0.0054
O 1.9556 -0.0046 -3.2948 0.42 -0.30 0.31 0.0209
H 4.7413 -0.6870 -1.6542 0.13 0.07 -0.09 0.0002

---

Record 3
60
Properties=species:S:1:pos:R:3:forces:R:3:nbo_charge:R:1 method="wB97M-V/def2-TZVPD" gap_ev=6.9979 energy_ha=-3463.8764 total_charge=+1 lumo_energy_ev=-3.4019
Zn 1.2501 -0.2066 -0.5678 -0.20 0.16 0.00 1.5138
C 5.3510 -0.3481 0.9064 0.00 0.01 0.02 -0.2337
C 5.8598 0.8430 0.4159 0.00 0.02 -0.01 -0.1248
C 4.9986 1.7677 -0.1575 0.02 -0.04 0.06 -0.2176
C 3.6489 1.4672 -0.2083 -0.16 0.09 -0.11 0.1728
N 3.1599 0.3127 0.2620 0.04 -0.01 -0.06 -0.5672
C 3.9909 -0.5810 0.7979 -0.04 0.04 0.10 0.0737
C 2.6326 2.3656 -0.8282 0.01 -0.19 0.11 0.1834
C 2.8129 3.7294 -0.9793 0.02 0.03 -0.04 -0.2175
C 1.7961 4.4803 -1.5479 0.00 -0.02 0.00 -0.1210
C 0.6280 3.8485 -1.9442 0.02 -0.01 0.01 -0.2368
C 0.5151 2.4853 -1.7441 0.03 0.00 -0.08 0.0821
N 1.4950 1.7600 -1.2009 0.06 0.13 -0.15 -0.5805
H 5.9926 -1.0916 1.3563 0.00 0.00 0.00 0.2449
H 6.9206 1.0482 0.4646 0.00 0.00 0.00 0.2395
H 5.3779 2.6866 -0.5801 0.00 0.01 0.01 0.2347
H 3.5378 -1.5005 1.1472 0.01 -0.02 -0.03 0.2314
H 3.7243 4.2000 -0.6399 -0.01 0.01 0.00 0.2358
H 1.9130 5.5485 -1.6701 0.00 0.00 0.00 0.2401
H -0.1885 4.3955 -2.3924 0.00 0.01 0.00 0.2449
H -0.3825 1.9487 -2.0265 -0.01 0.00 0.02 0.2268
C -4.5084 1.0771 -2.8550 0.01 0.00 0.00 -0.1893
C -4.0717 1.9747 -1.8893 -0.01 -0.01 -0.02 -0.2062
C -3.0966 1.5971 -0.9797 0.00 0.02 0.05 -0.2123
C -2.5592 0.3087 -1.0162 0.10 0.08 -0.15 -0.3881
C -2.9965 -0.5841 -1.9934 -0.02 -0.01 0.01 -0.1356
C -3.9690 -0.1994 -2.9054 0.00 0.00 0.00 -0.2163
P -1.1697 -0.1342 0.0611 0.18 -0.17 0.37 0.7440
C -1.5399 0.5689 1.6921 -0.13 0.04 -0.02 -0.3509
C -2.8371 0.7258 2.1791 -0.03 -0.05 0.01 -0.2189
C -3.0509 1.2461 3.4454 0.02 -0.01 0.01 -0.1439
C -1.9719 1.6130 4.2393 0.00 0.01 0.00 -0.2045
C -0.6778 1.4614 3.7646 -0.03 0.00 0.00 -0.1943
C -0.4661 0.9503 2.4925 0.06 0.00 0.03 -0.1995
C -1.2617 -1.9411 0.2407 0.08 0.01 -0.04 -0.3775
C -2.4042 -2.5334 0.7122 -0.06 -0.03 0.05 -0.1699
C -2.4914 -3.9304 0.8588 0.02 0.03 -0.01 -0.2190
C -1.4261 -4.7094 0.5119 0.02 0.00 0.01 -0.1478
C -0.2347 -4.1385 0.0032 -0.02 -0.12 -0.01 -0.0984
C 0.8488 -4.9659 -0.3883 -0.02 0.02 0.02 -0.1683
C 1.9824 -4.4187 -0.9058 -0.01 0.04 0.01 -0.2195
C 2.0890 -3.0134 -1.0309 0.06 -0.01 -0.05 -0.2433
C 1.0843 -2.1547 -0.6572 -0.05 -0.23 -0.01 -0.6141
C -0.1240 -2.7320 -0.1355 0.01 0.15 -0.09 0.0383
H -5.2693 1.3726 -3.5649 -0.01 0.00 0.00 0.2266
H -4.4962 2.9689 -1.8414 0.00 0.00 0.01 0.2243
H -2.7719 2.3019 -0.2225 0.02 -0.01 -0.01 0.2226
H -2.5877 -1.5857 -2.0359 0.01 0.00 0.00 0.2212
H -4.3081 -0.9030 -3.6539 0.00 0.00 0.00 0.2268
H -3.6860 0.4430 1.5687 0.00 0.01 -0.02 0.2231
H -4.0607 1.3624 3.8156 0.00 0.01 0.00 0.2178
H -2.1416 2.0215 5.2266 0.00 -0.01 0.00 0.2257
H 0.1647 1.7460 4.3807 0.00 0.01 0.00 0.2215
H 0.5516 0.8435 2.1280 -0.02 0.00 -0.03 0.2028
H -3.2630 -1.9264 0.9750 0.01 0.01 0.01 0.2158
H -3.3995 -4.3770 1.2401 0.00 0.01 0.00 0.2259
H -1.4786 -5.7865 0.6172 0.00 0.00 -0.01 0.2202
H 0.7536 -6.0388 -0.2735 -0.02 0.00 -0.01 0.2169
H 2.8024 -5.0535 -1.2160 0.01 0.01 -0.01 0.2202
H 3.0087 -2.6163 -1.4513 0.01 -0.01 0.03 0.1992